Computed, not measured: a molecular structure, C18H37N4O3PSTi, with wB97M-V/def2-TZVPD.

CARTESIAN COORDINATES (ANGSTROEM)
Ti (0.118, -0.252, 0.166)
C (2.978, 0.984, 0.486)
N (2.296, 0.143, -0.502)
C (2.970, -1.124, -0.394)
C (2.486, 0.664, -1.928)
C (1.767, 2.023, -2.142)
N (0.488, 1.936, -2.816)
C (0.565, 1.733, -4.250)
C (-0.377, 3.125, -2.499)
H (4.072, 1.132, 0.247)
H (2.953, 0.486, 1.486)
H (2.444, 1.947, 0.507)
H (4.046, -1.043, -0.599)
H (2.554, -1.887, -1.066)
H (2.779, -1.511, 0.611)
H (2.176, -0.134, -2.607)
H (3.532, 0.816, -2.125)
H (2.488, 2.674, -2.725)
H (1.608, 2.502, -1.147)
H (1.339, 2.453, -4.650)
H (-0.425, 1.980, -4.677)
H (0.843, 0.740, -4.424)
H (-0.181, 3.931, -3.225)
H (-0.091, 3.450, -1.487)
H (-1.427, 2.824, -2.524)
N (-2.126, -0.134, 0.293)
C (-2.714, 0.579, -0.880)
C (-2.096, 0.009, -2.151)
N (-0.628, -0.229, -1.959)
H (-2.457, -1.145, 0.276)
H (-2.249, 0.332, 1.202)
H (-2.673, 1.637, -0.756)
H (-3.807, 0.371, -0.904)
H (-2.255, 0.545, -3.119)
H (-2.494, -1.003, -2.215)
H (-0.079, 0.721, -2.284)
H (-0.293, -0.910, -2.689)
O (0.479, 3.653, 1.228)
C (-0.117, 2.587, 1.427)
O (-0.276, 1.697, 0.432)
C (-0.637, 2.310, 2.821)
C (-1.293, 3.318, 3.552)
C (-1.880, 2.939, 4.817)
C (-1.562, 1.738, 5.385)
C (-0.712, 0.868, 4.698)
C (-0.365, 1.023, 3.373)
S (0.407, -0.371, 2.582)
H (-1.595, 4.234, 3.041)
H (-2.514, 3.603, 5.359)
H (-2.060, 1.450, 6.293)
H (-0.353, -0.038, 5.126)
C (-1.293, -4.532, -0.852)
P (-0.232, -3.651, 0.362)
C (-1.247, -3.800, 1.870)
C (1.241, -4.643, 0.616)
O (0.041, -2.246, 0.000)
H (-0.955, -5.575, -0.837)
H (-1.008, -4.132, -1.865)
H (-2.393, -4.508, -0.681)
H (-1.425, -4.923, 2.038)
H (-2.269, -3.436, 1.730)
H (-0.729, -3.339, 2.758)
H (0.990, -5.365, 1.416)
H (2.050, -4.075, 1.061)
H (1.576, -5.156, -0.282)

Properties
F_max = 0.059 Eh/bohr
Calculated total energy = -74610.4584 eV
HOMO (spin up / spin down) = -0.1557 / -0.2356 hartree
<S²> = 2.003
2S+1 = 3
Gap between HOMO and LUMO (spin up / spin down) = 0.1553 / 0.2339 hartree